Computed, not measured: a 2-piece molecular cluster, C5H8IN overall at a distorted geometry, with wB97M-V/def2-TZVPD.

Last column: natural (NBO) charge in e.
Positions of all 15 atoms, in Å:
1 C -1.1644 0.6707 1.4700  -0.4796
2 C -0.6032 -1.0801 0.0734  0.3914
3 C 1.0622 0.9704 -0.0044  -0.2792
4 C -0.3119 -2.1533 -0.8197  -0.7195
5 C 0.9666 1.9437 -0.9170  -0.4406
6 N -1.2614 -0.4968 0.8339  -0.2618
7 I 2.9558 0.2531 0.5837  0.0539
8 H -0.8191 0.7493 2.5183  0.2065
9 H 0.3104 0.8491 0.6406  0.1618
10 H 0.5915 -2.6492 -0.3849  0.2721
11 H -0.0599 -1.9494 -1.8271  0.2553
12 H -1.3093 -2.7798 -0.9077  0.2374
13 H -0.0181 2.0007 -1.1499  0.2018
14 H -2.1067 1.2786 1.3339  0.1919
15 H 1.7674 2.3930 -1.4434  0.2086

Results
charge	0
DFT total energy	-547.54965	Ha
energy above the lowest of the compared OMol25 structures with the same formula, charge and spin	4.7152	eV
E_HOMO (alpha / beta)	-7.25 / -7.25	eV